Entry 1:
105
Properties=species:S:1:pos:R:3:forces:R:3:lowdin_charge:R:1 method="wB97M-V/def2-TZVPD" lumo_ev="-3.304 / -3.318" homo_ha="-0.312 / -0.312" orbital_gap_ev="5.2 / 5.2" e_above_lowest_kcal_mol=29.32 multiplicity=1 charge=+1
Ce 15.456151 11.633125 15.003357 1.454 -1.952 1.147 0.63
S 19.154810 13.173037 19.917270 -0.708 -0.708 -0.154 0.55
C 18.228981 12.018268 19.151791 0.244 0.666 0.237 -1.47
S 18.912745 10.875934 18.072322 -0.899 -0.229 -0.157 0.90
C 17.365293 10.268587 17.425574 0.546 0.395 -0.821 -1.14
C 16.180929 10.699948 17.969045 1.284 0.662 0.518 -1.16
S 14.596229 10.406065 17.460273 -0.481 0.082 -0.742 0.66
S 16.492632 11.889473 19.223744 -0.136 0.402 0.858 0.91
S 17.516963 9.496829 15.925842 -0.573 -0.336 -1.388 0.57
C 9.618423 5.844424 12.412540 -0.421 0.326 0.880 -0.04
C 10.203619 7.202501 12.853581 -0.588 -1.091 -0.322 -0.26
C 9.432967 8.235281 13.393387 -0.508 0.704 -1.254 -0.02
C 9.954848 9.546869 13.579105 -0.886 -0.969 0.885 -0.05
C 11.324140 9.690369 13.446503 -0.173 -0.082 0.412 -0.34
C 12.114242 8.605154 13.026409 0.896 1.836 -0.948 -0.06
C 11.541758 7.422428 12.582417 1.572 0.443 0.728 -0.04
S 12.147608 11.284255 13.711576 1.215 -1.336 0.714 1.15
O 13.241079 10.939043 14.827241 -1.679 0.529 -1.612 -0.66
C 10.924223 12.241010 14.571200 0.885 0.483 -0.219 -0.35
C 10.681599 11.850870 15.882376 -0.714 -0.621 0.530 -0.05
C 9.703415 12.494450 16.589929 -0.141 -0.778 2.084 0.00
C 8.942840 13.540199 16.067350 0.414 0.190 -1.033 -0.15
C 7.796023 14.119904 16.704177 0.513 -0.174 -0.341 -0.02
C 7.293332 15.302825 16.266904 -1.265 -0.241 -0.282 -0.06
C 7.868953 15.895858 15.120288 -0.045 1.645 -0.510 -0.08
C 8.966444 15.392657 14.498888 0.744 -0.268 -1.068 -0.03
C 9.451258 14.069948 14.852332 -0.030 2.514 -0.072 -0.11
C 10.490590 13.473258 14.084691 -1.013 -1.191 0.367 -0.16
C 10.924599 13.976431 12.768454 -0.089 0.652 -1.667 -0.11
C 9.957262 14.198232 11.653626 3.564 -1.179 -0.715 -0.08
C 8.627824 13.813667 11.651079 -1.022 0.033 4.109 -0.06
C 7.789163 14.021841 10.637876 -1.350 -0.250 -1.822 -0.08
C 8.233610 14.504849 9.392271 1.553 0.088 -0.276 -0.05
C 9.587143 14.761728 9.268312 0.490 -0.742 0.333 -0.01
C 10.527939 14.469035 10.342414 -1.951 0.599 0.593 -0.13
C 11.916003 14.411322 10.155621 0.893 0.594 -0.529 -0.01
C 12.783106 14.288634 11.212986 0.737 0.102 -0.544 -0.05
C 12.299586 14.136646 12.500696 -2.660 0.063 1.378 -0.32
S 13.372885 14.153080 13.944873 -0.071 1.823 -0.982 1.08
O 14.462348 13.234132 13.466699 1.126 -0.485 0.332 -0.61
C 13.963467 15.871269 13.701193 -0.002 1.759 0.658 -0.32
C 13.131143 16.929993 14.179595 -1.908 -2.297 0.333 -0.08
C 13.388671 18.261055 13.950419 0.311 -0.538 -0.552 -0.06
C 14.406863 18.611320 13.087690 1.726 -1.261 -0.729 -0.26
C 14.868630 20.025050 12.902670 -1.126 0.666 -0.084 -0.04
C 15.171592 17.561351 12.488271 -0.558 -0.074 1.293 -0.01
C 15.132320 16.241060 12.983677 -1.503 -0.263 -0.208 -0.03
H 8.808666 5.436586 13.072164 0.738 0.615 -0.386 0.09
H 10.404301 5.079467 12.357453 -0.220 0.315 -0.071 0.08
H 9.172710 5.986363 11.432458 -0.010 -0.166 -0.232 0.08
H 8.344261 8.060524 13.360508 0.579 0.260 0.631 0.13
H 9.296945 10.358225 13.966570 0.603 -0.712 -0.579 0.12
H 13.182220 8.882467 12.872737 -0.702 -0.796 0.116 0.12
H 12.229193 6.704151 12.097769 -0.811 0.185 0.420 0.13
H 11.207533 10.984412 16.286392 -0.082 0.359 0.031 0.13
H 9.544504 12.270574 17.668927 0.029 -0.276 -0.973 0.14
H 7.284444 13.527284 17.436472 0.089 0.039 0.669 0.12
H 6.361786 15.735140 16.703556 0.983 -0.424 -0.351 0.13
H 7.433494 16.816974 14.682119 0.347 -0.504 0.689 0.12
H 9.501809 16.001208 13.697174 -1.030 -1.111 0.935 0.14
H 8.211795 13.479925 12.654989 0.405 0.250 -1.487 0.14
H 6.752933 13.738918 10.707636 -0.204 -0.081 0.252 0.11
H 7.605545 14.536092 8.495582 0.031 0.324 0.614 0.12
H 10.001726 15.091843 8.319284 -0.045 -0.136 0.062 0.11
H 12.314653 14.533220 9.134422 -0.210 -0.059 0.603 0.13
H 13.871455 14.299178 11.112491 -0.341 0.065 -0.332 0.12
H 12.119453 16.699848 14.679552 1.782 0.074 -0.564 0.13
H 12.706253 18.985843 14.326462 -0.208 0.576 0.465 0.11
H 15.952658 20.167223 12.788440 -0.464 -0.240 0.267 0.09
H 14.448457 20.576825 13.754459 0.644 0.119 -0.056 0.09
H 14.373618 20.502934 12.054421 0.128 -0.106 -0.285 0.09
H 15.746278 17.813676 11.617445 0.967 0.072 0.205 0.11
H 15.894763 15.475231 12.821483 -0.238 0.256 -0.590 0.11
O 15.774052 13.199485 16.393176 0.297 1.410 0.625 -0.37
N 16.772462 14.045750 16.737636 0.112 0.916 -0.012 -0.14
C 16.611642 14.854387 17.850314 0.785 0.788 -0.388 -0.04
C 17.585589 15.778149 18.207500 0.009 -0.656 -0.145 -0.07
C 18.732476 15.907728 17.378245 1.841 -0.048 -0.425 -0.06
C 18.890676 15.101297 16.257482 -2.814 -1.164 1.388 -0.05
C 17.837946 14.139056 15.900530 1.048 1.151 -0.144 -0.60
S 17.913083 13.297888 14.386354 -0.661 -0.237 1.027 0.70
H 15.657850 14.830574 18.355427 0.086 -0.595 -0.001 0.13
H 17.542724 16.286641 19.190813 -0.287 -0.219 -1.001 0.12
H 19.622711 16.593288 17.627253 -1.757 -1.033 -0.155 0.14
H 19.750953 14.969363 15.663579 0.933 0.565 -0.509 0.09
C 17.739865 11.321495 6.343077 -1.308 0.638 0.148 -0.04
C 17.516735 11.001995 7.801047 0.494 -0.618 0.171 -0.25
C 16.437592 11.527514 8.525321 -0.199 0.578 -1.102 -0.04
C 16.374213 11.433110 9.893508 0.012 -1.208 1.341 -0.05
C 17.222606 10.530662 10.545844 1.588 -0.164 0.011 -0.35
C 18.273243 9.945084 9.837250 -0.735 0.484 -1.379 -0.10
C 18.429807 10.146385 8.464715 -1.906 1.030 0.654 -0.01
S 17.378851 10.161276 12.320789 -2.256 1.400 0.435 1.05
C 17.308236 8.305331 12.312290 -2.312 0.997 0.278 -0.18
O 15.962751 10.738878 12.886003 2.349 -1.576 -0.782 -0.68
H 18.458604 10.610248 5.949736 0.109 0.325 -0.403 0.07
H 18.016066 12.400639 6.197262 0.221 -1.110 0.201 0.10
H 16.766125 11.240157 5.816549 0.585 -0.203 0.039 0.09
H 15.585243 12.001274 7.984489 1.045 0.060 0.443 0.13
H 15.670567 11.985390 10.481074 -0.615 0.028 0.124 0.10
H 19.011070 9.347962 10.285632 0.666 -0.882 0.860 0.09
H 19.120456 9.549091 7.917089 0.765 0.072 -0.316 0.11
H 16.420712 8.102884 11.708304 0.094 -0.172 -0.111 0.06
H 17.045575 7.967269 13.339199 0.815 0.335 -0.519 0.06
H 18.163989 7.872820 11.828988 0.563 0.017 0.233 0.05

---

Entry 2:
34
Properties=species:S:1:pos:R:3:forces:R:3:lowdin_charge:R:1 method="wB97M-V/def2-TZVPD" lumo_ev=0.550 homo_ha=-0.314 orbital_gap_ev=9.1 smiles="CC(C)OP(O)(=NCCC#N)OC(C)C" e_above_lowest_kcal_mol=50.92 multiplicity=1
C 0.117462 2.860250 -1.256283 2.383 -1.280 2.403 0.02
C 1.289600 1.958957 -0.413802 -0.646 1.558 -5.611 -0.46
C 2.140804 2.751842 0.490132 -0.543 0.719 2.313 -0.07
O 0.476191 1.030022 0.246093 -0.045 -2.055 0.943 -0.20
P -0.005750 -0.409840 -0.288783 1.930 -2.322 1.425 0.75
O 0.794390 -0.413841 -1.814021 -1.409 0.286 2.772 -0.15
N 0.192161 -1.830613 0.728222 -3.075 5.715 -3.684 -0.14
C 1.398156 -2.379490 1.140809 2.083 -0.212 -0.038 -0.38
C 2.581390 -2.248724 0.171693 1.656 -2.802 0.706 -0.21
C 3.231708 -1.017331 -0.022965 -0.815 0.379 0.694 -0.26
N 3.724976 0.000345 -0.078396 1.187 1.840 -0.351 0.19
O -1.539706 -0.125234 -0.626092 0.621 -0.590 0.359 -0.21
C -2.651990 -0.956779 -0.100917 0.985 -0.310 1.130 -0.42
C -2.753942 -0.718102 1.437931 2.756 -2.899 -0.250 -0.08
C -3.959601 -0.415351 -0.560097 -0.953 0.189 -0.094 -0.08
H 0.297858 3.340652 -2.211190 0.592 0.026 0.137 0.06
H -0.625172 2.097931 -1.335216 -0.977 0.181 -0.247 0.03
H -0.011562 3.530459 -0.413338 -1.153 0.665 -0.477 0.06
H 1.925930 1.475431 -1.206197 -0.621 0.165 1.066 0.12
H 2.995035 2.167304 0.714387 0.785 -0.758 0.676 0.03
H 1.565427 2.948596 1.441878 0.643 -0.103 -0.801 0.11
H 2.591020 3.703657 0.188067 -0.755 -0.114 -0.727 0.09
H 0.557720 -1.245733 -2.213303 -0.075 -0.653 -0.490 0.06
H 1.884562 -2.129353 2.129865 -1.078 0.428 -0.467 0.13
H 1.152937 -3.430597 1.212681 0.462 -0.585 0.133 0.10
H 2.480303 -2.656280 -0.817822 -0.752 -0.515 -0.461 0.11
H 3.416786 -2.866462 0.622985 -0.785 0.236 -0.404 0.14
H -2.324886 -1.988972 -0.444684 -1.113 0.978 0.827 0.15
H -2.695859 0.371170 1.562439 -0.928 -0.412 0.482 0.09
H -3.559509 -1.424796 1.837298 0.776 1.800 -0.243 0.11
H -1.773315 -1.150065 1.835013 -1.272 0.717 -0.067 0.06
H -3.938847 0.683260 -0.650774 0.044 -0.375 0.502 0.10
H -4.706247 -0.756638 0.207795 0.442 0.632 -1.045 0.10
H -4.268025 -0.755662 -1.513415 -0.350 -0.527 -1.110 0.06

---

Entry 3:
12
Properties=species:S:1:pos:R:3:forces:R:3:lowdin_charge:R:1 method="wB97M-V/def2-TZVPD" lumo_ev=0.952 homo_ha=-0.286 orbital_gap_ev=8.7 e_above_lowest_kcal_mol=137.91 multiplicity=1
O 1.857492 -0.863197 1.152255 0.289 -0.269 -0.412 -0.08
N 1.632828 0.125521 0.137848 -0.653 -0.788 -1.952 -0.02
C 0.244443 0.085465 -0.045589 -1.494 0.332 1.097 -0.40
C -0.711270 1.092956 -0.587256 -0.187 0.347 -0.034 -0.12
N -1.777225 0.121156 -0.206786 -0.801 0.136 0.023 -0.03
C -0.739005 -0.781797 0.210623 -0.090 0.071 0.289 -0.07
H 2.801940 -0.808950 1.357163 -0.192 0.170 -0.260 0.09
H -0.667726 1.354217 -1.651396 0.005 -0.130 0.198 0.12
H -0.730045 1.995843 0.024417 -0.175 0.044 -0.100 0.12
H -2.352519 -0.207061 -0.974966 0.071 0.033 -0.086 0.09
H 1.341162 -0.360927 -0.864799 3.291 -0.062 1.317 0.18
H -0.839459 -1.720819 0.737525 -0.064 0.117 -0.080 0.11

---

Entry 4:
10
Properties=species:S:1:pos:R:3:forces:R:3:lowdin_charge:R:1 method="wB97M-V/def2-TZVPD" lumo_ev="0.234 / -3.479" homo_ha="-0.339 / -0.298" orbital_gap_ev="9.4 / 4.6" e_above_lowest_kcal_mol=94.01 multiplicity=1
C -1.635078 -1.792349 0.511867 0.236 0.585 -0.328 -0.01
C -2.800412 -1.780146 -0.053123 1.783 0.093 1.411 -0.40
C 0.348142 -3.111374 0.850789 -0.039 0.201 1.691 0.00
O -0.610361 -2.042658 1.278762 0.579 -1.258 0.167 -0.08
F -3.690696 -2.762231 -0.031051 -0.734 -0.072 -0.440 0.11
F -3.264213 -0.660441 -0.607873 -0.685 -0.320 -0.529 0.10
I 3.913772 0.125694 -0.086064 -0.019 -0.013 0.004 0.00
H 0.645350 -2.858411 -0.133362 0.858 0.401 -0.808 0.07
H -0.185883 -4.047302 0.764221 -0.249 -0.243 0.327 0.08
H 1.207980 -3.218280 1.628541 -1.730 0.626 -1.495 0.13